A molecular structure, C19H11Br4N4O2STl in a non-equilibrium geometry, computed with ωB97M-V/def2-TZVPD.

The HOMO energy is -1.09 eV. The HOMO-LUMO gap is 4.9 eV. The max |F| is 0.049 Eh/bohr. As for the total charge: -2.

Cartesian coordinates (Å):
Tl  1.69  -2.00  0.94
Br  6.10  -6.09  -3.59
C  4.59  -5.47  -2.61
C  3.43  -6.21  -2.58
Br  3.32  -7.87  -3.51
C  2.32  -5.72  -1.87
Br  0.70  -6.71  -1.81
C  2.30  -4.47  -1.21
O  1.26  -4.04  -0.61
C  3.54  -3.69  -1.23
O  3.62  -2.56  -0.63
C  4.63  -4.24  -1.92
Br  6.22  -3.19  -1.94
S  1.48  -0.16  3.52
C  0.38  1.08  2.98
N  -0.10  1.86  3.93
N  -1.13  2.74  3.71
C  -2.29  2.66  2.97
C  -2.79  1.45  2.47
C  -3.98  1.43  1.75
C  -4.68  2.61  1.51
C  -4.21  3.80  2.03
C  -3.03  3.83  2.76
N  -0.04  1.34  1.70
N  0.62  0.98  0.71
C  0.13  1.43  -0.51
C  0.66  0.87  -1.68
C  0.28  1.34  -2.92
C  -0.63  2.39  -3.03
C  -1.14  2.97  -1.87
C  -0.78  2.50  -0.62
H  -1.04  3.55  4.30
H  -2.26  0.53  2.64
H  -4.36  0.49  1.38
H  -5.59  2.59  0.92
H  -4.75  4.73  1.85
H  -2.66  4.76  3.16
H  1.38  0.06  -1.60
H  0.70  0.90  -3.81
H  -0.91  2.77  -4.00
H  -1.82  3.81  -1.95
H  -1.16  2.94  0.28